{
  "formula": "C2H11NO2S",
  "method": "ωB97M-V/def2-TZVPD",
  "fmax_ev_per_a": 5.563,
  "total_energy_ha": -686.1448,
  "orbital_gap_ev": 8.803,
  "charge": 0,
  "relative_energy_kj_mol": 185.3,
  "smiles": "NCCS.O.O",
  "elements": ["N", "C", "C", "S", "H", "H", "H", "H", "H", "H", "H", "O", "H", "H", "O", "H", "H"],
  "xyz": [[-2.052, 1.167, -1.233], [-1.686, 1.116, 0.198], [-0.905, -0.188, 0.274], [-0.350, -0.097, 2.025], [-3.011, 1.343, -1.365], [-1.462, 1.751, -1.774], [-2.628, 1.258, 0.868], [-1.004, 1.988, 0.362], [-1.645, -1.100, 0.212], [-0.168, -0.332, -0.514], [0.157, -1.314, 1.665], [1.543, -1.297, -1.028], [1.716, -1.193, -2.006], [2.005, -2.126, -0.806], [3.394, -0.203, 1.427], [3.182, 0.171, 0.451], [2.913, -0.945, 1.244]]
}